Formula: C11H18
Source: the Open Molecules 2025 dataset
Level of theory: ωB97M-V/def2-TZVPD

Calculated values
SMILES: CC(C)=C1C(=C(C)C)C1(C)C
M in g mol⁻¹: 150.27
Strongest force on any atom in eV/Å: 5.99
Energy above the lowest of the compared OMol25 structures with the same formula, charge and spin in kJ/mol: 480.0
Orbital gap in eV: 9.0

Each line ends with the Mulliken charge.
Atoms and positions in Å:
C 3.130 -0.038 -0.131  -1.289
C 1.854 -0.765 0.023  1.355
C 1.841 -2.238 -0.085  -1.365
C 0.803 0.023 0.251  -0.992
C -0.816 0.089 0.155  -0.988
C -1.842 -0.666 -0.021  1.026
C -3.221 -0.148 -0.193  -1.097
C -1.722 -2.178 0.138  -1.022
C 0.034 1.326 0.173  1.901
C -0.047 2.351 1.260  -1.309
C 0.088 2.160 -1.130  -1.737
H 3.101 0.718 0.620  0.284
H 3.981 -0.807 0.012  0.366
H 2.983 0.419 -1.135  0.259
H 1.501 -2.629 0.931  0.337
H 1.110 -2.655 -0.824  0.309
H 2.827 -2.791 -0.292  0.336
H -3.657 0.317 0.760  0.253
H -3.062 0.699 -0.970  0.256
H -3.978 -0.943 -0.582  0.331
H -2.424 -2.550 -0.595  0.439
H -0.635 -2.299 -0.063  -0.183
H -2.070 -2.271 1.151  0.315
H -0.859 3.173 1.107  0.287
H 0.913 2.943 1.387  0.316
H -0.285 1.828 2.286  0.344
H 1.036 2.821 -1.156  0.334
H -0.754 2.761 -1.168  0.544
H 0.167 1.347 -1.908  0.389

Cartesian forces (eV/Å) of the 2 atoms listed first:
C 1.0 -1.5 -0.7
C -0.9 1.3 0.3